10
Properties=species:S:1:pos:R:3 method="wB97M-V/def2-TZVPD" e_homo_ev=-9.5289 orbital_gap_ha=0.369 e_tot_ev=-34021.263 e_above_lowest_ev=1.152 fmax_ev_per_a=1.117
N 1.340 -0.918 -1.154
H 3.365 0.165 1.476
S 0.677 1.711 0.224
S -3.770 0.532 0.049
H -3.792 0.247 1.346
N 3.028 -0.443 0.744
H 1.843 -1.788 -1.196
H -4.921 1.191 0.103
H 0.450 -0.828 -1.616
P 1.780 0.130 0.025

***

10
Properties=species:S:1:pos:R:3 method="wB97M-V/def2-TZVPD" e_homo_ev=-8.0427 orbital_gap_ha=0.314 e_tot_ev=-23124.736 e_above_lowest_ev=0.541 fmax_ev_per_a=4.250 smiles="[H]/P=N/NNP"
N 0.255 0.147 -0.872
P 2.072 -0.071 -1.099
H 1.828 -1.397 -1.296
H -0.678 -1.495 0.031
P -2.001 0.043 2.208
H -2.108 1.395 2.524
N -0.302 -0.524 0.301
N -0.980 0.227 1.107
H 1.759 0.534 -2.344
H 0.155 1.143 -0.560

***

9
Properties=species:S:1:pos:R:3 method="wB97M-V/def2-TZVPD" e_homo_ev=-8.4042 orbital_gap_ha=0.304 e_tot_ev=-15384.349 e_above_lowest_ev=0.780 fmax_ev_per_a=4.853 smiles="NN=S.N"
N -0.939 0.903 -1.022
N -0.545 -0.316 -1.057
S -1.355 -1.452 -0.248
H -1.756 1.082 -0.305
H 0.828 -1.258 0.726
N 1.314 -0.334 0.703
H -0.456 1.658 -1.425
H 2.166 -0.601 1.267
H 0.743 0.319 1.362

***

11
Properties=species:S:1:pos:R:3 method="wB97M-V/def2-TZVPD" e_homo_ev="-8.6316 / -8.6310" orbital_gap_ha="0.332 / 0.332" e_tot_ev=-17376.812 e_above_lowest_ev=0.000 fmax_ev_per_a=4.246
N -1.375 0.294 1.146
N -1.119 1.405 0.744
P 0.068 -1.011 0.030
H -0.278 0.666 -1.438
H -0.796 -0.636 -2.128
N -0.014 -0.339 -1.521
H 2.043 -0.578 1.201
O 0.151 -2.492 0.161
N 1.558 -0.298 0.346
H -1.789 2.130 1.228
H 1.550 0.858 0.231

***

7
Properties=species:S:1:pos:R:3 method="wB97M-V/def2-TZVPD" e_homo_ev=-8.7196 orbital_gap_ha=0.348 e_tot_ev=-3618.429 e_above_lowest_ev=0.491 fmax_ev_per_a=1.733 smiles=N.O
H 0.596 2.198 -0.193
H -0.093 -2.090 0.492
H 1.158 1.412 -1.262
O 0.791 1.265 -0.368
H -0.213 -0.405 0.146
N -0.638 -1.251 0.477
H -1.601 -1.128 0.709

***

8
Properties=species:S:1:pos:R:3 method="wB97M-V/def2-TZVPD" e_homo_ev=-10.0623 orbital_gap_ha=0.396 e_tot_ev=-5662.888 e_above_lowest_ev=1.531 fmax_ev_per_a=3.589 smiles=OO.N
O -1.404 0.017 0.286
O -1.116 0.847 1.434
H -0.991 -0.901 0.610
N 1.304 -0.413 -1.038
H 1.646 -0.544 -0.106
H -0.912 1.690 0.902
H 0.666 -1.183 -1.172
H 0.808 0.486 -0.915

***

10
Properties=species:S:1:pos:R:3 method="wB97M-V/def2-TZVPD" e_homo_ev="-8.4279 / -8.4289" orbital_gap_ha="0.259 / 0.259" e_tot_ev=-24241.736 e_above_lowest_ev=3.335 fmax_ev_per_a=3.913
P 0.540 -1.566 -0.095
N -1.681 -0.358 -0.707
H -0.044 1.269 0.215
O 0.900 1.421 0.094
P 1.678 0.272 -0.622
H -1.872 -1.002 -1.500
H 0.624 -0.955 1.200
O 2.855 0.080 0.459
H 3.459 0.833 0.461
H -1.927 -0.912 0.157

***

8
Properties=species:S:1:pos:R:3 method="wB97M-V/def2-TZVPD" e_homo_ev=-9.9917 orbital_gap_ha=0.398 e_tot_ev=-11497.796 e_above_lowest_ev=0.000 fmax_ev_per_a=2.675 smiles=N[SiH2]O
H -1.490 -0.447 -0.864
Si -0.567 -0.226 0.187
O 0.263 -1.538 0.727
H -1.229 0.087 1.503
H 1.167 1.574 -0.055
H 0.179 1.347 -1.477
N 0.473 0.952 -0.599
H 1.204 -1.750 0.578

***

9
Properties=species:S:1:pos:R:3 method="wB97M-V/def2-TZVPD" e_homo_ev=-9.3618 orbital_gap_ha=0.365 e_tot_ev=-19375.620 e_above_lowest_ev=0.421 fmax_ev_per_a=4.150
Si 1.213 0.244 0.055
H 0.094 -1.933 -0.098
Si -1.298 0.352 0.061
N 0.017 -0.917 0.010
O -0.060 1.354 0.097
H -2.089 0.219 1.307
H 2.174 0.320 1.037
H 1.800 0.451 -1.231
H -1.851 -0.090 -1.239

***

9
Properties=species:S:1:pos:R:3 method="wB97M-V/def2-TZVPD" e_homo_ev=-10.0986 orbital_gap_ha=0.355 e_tot_ev=-19371.102 e_above_lowest_ev=4.939 fmax_ev_per_a=2.586 smiles="N=[SiH2].O=[SiH2]"
H 2.490 -0.878 1.212
Si -1.987 0.270 0.077
H 0.746 1.161 -0.528
N 1.360 0.925 0.198
H 1.619 -1.693 -0.898
H -0.941 1.217 -0.302
O -1.776 -1.223 0.071
Si 1.843 -0.570 -0.057
H -3.355 0.790 0.227

***

10
Properties=species:S:1:pos:R:3 method="wB97M-V/def2-TZVPD" e_homo_ev="-8.3631 / -7.9522" orbital_gap_ha="0.259 / 0.240" e_tot_ev=-38721.838 e_above_lowest_ev=2.429 fmax_ev_per_a=4.945 smiles="[PH2]#P=N[PH]#[PH2]"
H 2.092 1.261 -0.524
H 3.684 0.013 -0.472
N -0.036 -0.564 -0.638
H -2.345 1.683 -0.337
P -1.673 -0.634 0.825
H 1.191 -1.911 1.013
P 2.630 0.343 0.379
P -2.947 0.427 -0.496
H -3.909 0.676 0.500
P 1.312 -1.294 -0.251

***

7
Properties=species:S:1:pos:R:3 method="wB97M-V/def2-TZVPD" e_homo_ev=-9.5469 orbital_gap_ha=0.379 e_tot_ev=-12405.986 e_above_lowest_ev=0.458 fmax_ev_per_a=3.548 smiles=N.S
H 1.470 1.091 0.558
H -1.777 0.288 -1.415
H 0.316 0.803 1.917
N 1.223 0.470 1.371
S -1.537 -1.019 -1.084
H -0.844 -1.171 -2.257
H 1.149 -0.461 0.909

***

7
Properties=species:S:1:pos:R:3 method="wB97M-V/def2-TZVPD" e_homo_ev=-17.8538 orbital_gap_ha=0.482 e_tot_ev=-4168.038 e_above_lowest_ev=0.484 fmax_ev_per_a=1.371 total_charge=+1
O 1.154 0.490 -0.007
H -1.383 -0.450 -0.935
H -1.314 0.301 0.422
H -0.157 -0.614 0.009
H 2.017 0.051 -0.012
O -1.141 -0.577 0.012
H 1.282 1.361 0.382

***

8
Properties=species:S:1:pos:R:3 method="wB97M-V/def2-TZVPD" e_homo_ev=-3.7718 orbital_gap_ha=0.267 e_tot_ev=-32587.904 e_above_lowest_ev=0.321 fmax_ev_per_a=1.475 total_charge=-1
H 0.996 -0.249 -1.864
H 1.376 -1.179 2.412
S -2.223 1.431 -0.679
H -1.203 0.444 -1.267
S -0.014 -0.866 -1.345
S 1.863 -0.143 1.711
H -1.949 1.013 0.598
H 1.153 -0.452 0.433

***

93
Properties=species:S:1:pos:R:3 method="wB97M-V/def2-TZVPD" e_homo_ev=-10.6257 orbital_gap_ha=0.390 e_tot_ev=-64484.520 e_above_lowest_ev=1.001 fmax_ev_per_a=3.182
H -0.576 1.552 -2.717
H -0.225 -0.132 -1.408
H -3.271 -2.211 -1.602
H -1.989 1.140 -2.848
O -1.816 2.631 1.983
H 2.880 5.848 -1.311
O 3.700 2.856 -2.434
H -1.166 -1.778 4.592
H 0.098 -4.445 3.832
O 4.505 0.718 -1.032
H -1.765 -7.249 1.914
O -3.272 2.261 -0.382
O -2.508 1.619 -4.657
O -1.233 -6.531 2.277
H -0.137 -0.732 4.944
H 0.481 -2.998 3.933
O -0.420 -4.908 0.250
H -0.410 4.333 -3.253
H 0.750 -1.396 -1.746
H 0.262 -3.607 -2.328
H 1.225 1.204 -4.507
H -1.375 -4.765 -0.930
H -1.578 1.890 -4.799
H -2.110 2.462 1.101
O 0.408 4.105 -3.709
O -1.679 -4.617 -1.927
H 1.052 4.566 -3.142
H 1.254 -1.625 0.188
H -2.879 4.953 -2.284
H -1.928 -2.709 -2.229
H -4.529 -3.066 3.045
O 3.524 0.102 3.704
O -0.303 -3.572 3.856
H -1.324 -0.827 0.904
H 4.218 0.319 -3.165
O 1.693 -2.373 0.599
H -0.698 4.692 -0.560
O -0.177 0.583 1.830
H -1.682 -5.499 -2.373
H 3.655 -0.696 -4.105
H 0.626 2.596 -4.736
O 3.759 0.248 -4.013
O -5.027 -2.251 2.972
H -2.606 1.831 -0.928
O -1.865 -1.603 0.610
H -0.873 1.264 2.114
H 2.112 -1.961 2.666
O -1.318 1.239 -2.180
H 2.532 -1.510 3.995
O -4.466 -0.388 0.289
O 4.459 3.061 1.241
H 1.715 -3.236 -2.075
O 2.499 2.816 3.438
H 3.742 0.728 -0.362
H -5.250 -1.919 3.851
H -3.824 1.508 -0.057
H -0.101 -4.117 0.705
O 2.343 5.139 -1.738
H 3.141 3.225 2.842
H 4.361 1.501 -1.568
H 4.003 2.330 0.785
H 3.302 3.645 -2.078
H -0.104 3.745 0.478
O 2.143 0.964 0.509
O 0.964 -3.029 -2.647
H 2.586 -2.226 0.261
O -2.402 -1.894 -1.953
O 0.624 1.650 -5.060
H 3.117 2.672 -3.202
H -2.684 -3.588 1.941
O 2.029 -2.221 3.606
H -3.138 3.921 -1.139
H 1.718 0.876 1.352
H -3.665 -0.924 0.419
O 0.651 -0.566 -1.260
H -1.757 -5.766 2.442
H 3.122 1.023 3.652
O -0.943 -0.900 4.453
O -2.896 -4.190 2.656
H -1.993 3.532 2.359
H 1.522 0.549 -0.139
H -2.964 1.962 -5.435
H -0.677 -5.611 0.852
H -1.994 -1.674 -0.399
H -2.227 -3.906 3.319
O 0.136 4.331 -0.230
H -4.981 -0.677 1.071
H -0.140 -0.023 2.582
H 1.691 3.267 3.263
H 5.243 3.284 0.734
O -2.495 4.594 -1.497
H 3.775 -0.136 2.792
H 1.821 4.720 -1.058

***

10
Properties=species:S:1:pos:R:3 method="wB97M-V/def2-TZVPD" e_homo_ev=-9.1012 orbital_gap_ha=0.289 e_tot_ev=-25440.891 e_above_lowest_ev=0.500 fmax_ev_per_a=6.709 smiles="[SiH2]=N[SiH3].I"
H 1.546 1.316 -1.053
H 3.601 -3.081 3.190
H 0.734 2.336 1.071
I 2.386 -2.089 2.297
Si 0.837 1.119 0.228
H -2.566 -0.397 0.193
H -1.217 -2.381 -0.231
N -0.045 -0.316 0.477
Si -1.214 -0.996 -0.436
H -1.435 -0.647 -1.860

***

15
Properties=species:S:1:pos:R:3 method="wB97M-V/def2-TZVPD" e_homo_ev=-3.3100 orbital_gap_ha=0.204 e_tot_ev=-25467.839 e_above_lowest_ev=5.144 fmax_ev_per_a=10.966 total_charge=-1
H 1.698 1.371 -1.139
O -1.257 2.201 0.831
H -0.771 -1.635 -1.815
O -1.216 -0.038 0.017
H 0.202 1.557 -1.000
H 0.616 -2.099 -1.424
H 0.870 -0.762 1.336
H 1.986 -0.939 0.328
O 1.038 -0.823 0.396
O 0.896 0.903 -0.907
O -0.211 0.448 2.117
Li 0.046 -0.233 -0.406
S -1.321 0.801 1.196
O 0.025 -1.348 -1.368
O -2.601 0.598 1.837

***

8
Properties=species:S:1:pos:R:3 method="wB97M-V/def2-TZVPD" e_homo_ev="1.6501 / -4.4436" orbital_gap_ha="0.028 / 0.252" e_tot_ev=-3075.816 e_above_lowest_ev=0.469 fmax_ev_per_a=0.942 total_charge=-1 s_squared=0.750 spin_multiplicity=2
N 4.717 -3.466 -2.941
H 4.003 -3.095 -3.572
H 4.764 -2.836 -2.147
H 5.584 -3.466 -3.452
H -4.773 3.782 3.870
H -3.928 3.334 2.404
H -5.186 2.478 2.943
N -4.802 3.413 2.926

***

8
Properties=species:S:1:pos:R:3 method="wB97M-V/def2-TZVPD" e_homo_ev=-9.3183 orbital_gap_ha=0.379 e_tot_ev=-3077.369 e_above_lowest_ev=0.354 fmax_ev_per_a=1.282 smiles=N.N
N 1.310 -0.231 0.848
N -0.862 0.223 -0.809
H 0.516 -0.483 0.251
H -1.536 0.754 -1.369
H 1.528 0.752 0.655
H -1.376 -0.164 -0.011
H 0.980 -0.279 1.817
H -0.559 -0.572 -1.382

***

8
Properties=species:S:1:pos:R:3 method="wB97M-V/def2-TZVPD" e_homo_ev=-10.1225 orbital_gap_ha=0.407 e_tot_ev=-3077.601 e_above_lowest_ev=0.122 fmax_ev_per_a=0.513 smiles=N.N
H 0.818 1.338 -1.124
H 0.331 0.922 -2.641
H 1.450 2.111 -2.434
H -0.286 -0.714 2.060
H -1.332 -1.731 2.826
H -0.556 -2.224 1.459
N 0.586 1.718 -2.048
N -1.012 -1.420 1.902

***

8
Properties=species:S:1:pos:R:3 method="wB97M-V/def2-TZVPD" e_homo_ev=-10.0892 orbital_gap_ha=0.411 e_tot_ev=-3077.611 e_above_lowest_ev=0.111 fmax_ev_per_a=0.514 smiles=N.N
H 1.512 -3.302 -2.064
H 1.600 -2.697 -0.535
H -2.653 1.082 -4.016
N 1.062 -3.323 -1.143
H -2.816 2.091 -2.724
H -2.296 2.683 -4.171
N -2.226 1.881 -3.536
H 0.133 -2.905 -1.255

***

8
Properties=species:S:1:pos:R:3 method="wB97M-V/def2-TZVPD" e_homo_ev=-9.5365 orbital_gap_ha=0.387 e_tot_ev=-3077.666 e_above_lowest_ev=0.056 fmax_ev_per_a=0.588 smiles=N.N
H 0.758 -1.898 -0.798
H -0.159 1.446 -0.831
H 0.391 -2.064 0.798
H -1.694 1.487 -0.235
N -0.722 1.267 0.007
H 0.829 -0.592 0.202
N 1.026 -1.596 0.144
H -0.429 1.950 0.713

***

10
Properties=species:S:1:pos:R:3 method="wB97M-V/def2-TZVPD" e_homo_ev=-8.4895 orbital_gap_ha=0.305 e_tot_ev=-29451.024 e_above_lowest_ev=1.634 fmax_ev_per_a=4.058 smiles="N=P#[PH2].P"
H -1.863 -0.286 0.407
H 2.385 -1.365 -0.930
H 2.336 -1.780 0.912
P 1.383 -1.468 0.054
H -1.367 0.952 -1.178
H -2.720 1.654 0.313
P 1.736 0.753 0.509
H 1.383 1.627 -1.684
P -1.429 1.056 0.308
N 1.688 1.779 -0.621

***

10
Properties=species:S:1:pos:R:3 method="wB97M-V/def2-TZVPD" e_homo_ev=-8.9946 orbital_gap_ha=0.319 e_tot_ev=-29451.068 e_above_lowest_ev=1.590 fmax_ev_per_a=3.190 smiles="N=P#[PH2].P"
H -2.148 1.946 1.722
H 2.917 0.941 1.175
P 1.475 0.663 -0.537
P -1.927 1.137 0.665
H -1.951 2.187 -0.333
H 1.210 -1.136 1.286
P 1.868 -1.354 0.085
H 0.822 -2.044 -0.359
H -3.182 1.076 0.304
N 2.472 1.391 0.409

***

10
Properties=species:S:1:pos:R:3 method="wB97M-V/def2-TZVPD" e_homo_ev="-7.0204 / -9.2178" orbital_gap_ha="0.295 / 0.286" e_tot_ev=-29447.986 e_above_lowest_ev=0.016 fmax_ev_per_a=4.100 s_squared=2.008 spin_multiplicity=3
H -1.845 -0.577 1.568
H 0.816 -0.255 -2.332
H 2.094 0.979 -1.293
H -1.775 -1.837 -0.005
H 0.398 1.510 2.127
P -1.060 -1.511 1.049
N 0.921 1.042 1.436
H -1.352 0.809 -1.860
P 0.157 0.166 0.395
P 1.646 -0.325 -1.085

***

9
Properties=species:S:1:pos:R:3 method="wB97M-V/def2-TZVPD" e_homo_ev=-10.5256 orbital_gap_ha=0.407 e_tot_ev=-6239.894 e_above_lowest_ev=0.359 fmax_ev_per_a=2.102 smiles=O.O.O
H 0.282 2.258 -1.149
H 0.916 0.315 -0.100
H 1.436 -1.092 0.047
O 0.444 1.360 -1.497
H -0.376 1.101 -1.860
O -1.551 -1.098 1.230
H -0.766 -0.646 0.967
O 0.919 -0.412 0.522
H -1.305 -1.786 1.842

***

9
Properties=species:S:1:pos:R:3 method="wB97M-V/def2-TZVPD" e_homo_ev=-10.4727 orbital_gap_ha=0.401 e_tot_ev=-6239.214 e_above_lowest_ev=1.040 fmax_ev_per_a=7.890 smiles=O.O.O
H 10.255 21.250 42.706
H 13.929 21.436 44.122
H 14.082 21.786 42.723
H 10.160 22.446 44.423
H 8.855 22.230 45.192
O 13.565 21.216 43.136
O 9.663 22.799 45.156
H 11.722 21.666 43.112
O 10.826 21.909 42.964

***

9
Properties=species:S:1:pos:R:3 method="wB97M-V/def2-TZVPD" e_homo_ev=-11.5975 orbital_gap_ha=0.444 e_tot_ev=-6239.690 e_above_lowest_ev=0.563 fmax_ev_per_a=0.204 smiles=O.O.O
O 0.706 2.501 1.347
O -1.427 -2.409 -2.334
O 0.120 -0.802 0.902
H 1.509 2.127 1.729
H 0.134 0.096 1.262
H -1.538 -1.820 -1.580
H -0.477 -2.458 -2.487
H 0.075 -0.668 -0.050
H 0.899 3.434 1.210

***

9
Properties=species:S:1:pos:R:3 method="wB97M-V/def2-TZVPD" e_homo_ev=-11.1257 orbital_gap_ha=0.427 e_tot_ev=-6239.914 e_above_lowest_ev=0.339 fmax_ev_per_a=0.182 smiles=O.O.O
H -2.321 1.734 -0.012
H 0.974 -0.489 1.710
H 1.884 -0.393 -1.898
H -0.970 1.139 0.378
H 0.915 -1.153 -1.004
O 1.164 -1.028 -1.929
O 0.476 -0.511 0.887
H -0.380 -0.887 1.126
O -1.743 1.588 0.742

***

9
Properties=species:S:1:pos:R:3 method="wB97M-V/def2-TZVPD" e_homo_ev=-10.2733 orbital_gap_ha=0.385 e_tot_ev=-6239.402 e_above_lowest_ev=0.851 fmax_ev_per_a=6.213 smiles=O.O.O
H 0.179 -0.601 -0.101
H -1.024 -1.534 -0.568
H -1.460 0.556 0.819
H 2.333 -0.905 -0.280
O 1.983 -0.100 -0.363
O -0.821 -0.704 -0.140
H -1.194 2.024 1.051
H 1.940 -0.130 -1.390
O -1.936 1.394 0.971

***

9
Properties=species:S:1:pos:R:3 method="wB97M-V/def2-TZVPD" e_homo_ev=-10.6997 orbital_gap_ha=0.411 e_tot_ev=-6239.809 e_above_lowest_ev=0.444 fmax_ev_per_a=0.755 smiles=O.O.O
O -0.817 -1.027 1.426
O -0.567 1.499 0.295
O 0.764 -0.614 -1.234
H 1.177 -0.136 -1.953
H -0.643 -0.192 0.992
H -0.008 0.900 -0.199
H 1.318 -1.384 -1.109
H -1.026 2.006 -0.375
H -0.198 -1.051 2.157

***

9
Properties=species:S:1:pos:R:3 method="wB97M-V/def2-TZVPD" e_homo_ev=-10.6291 orbital_gap_ha=0.403 e_tot_ev=-6239.927 e_above_lowest_ev=0.327 fmax_ev_per_a=0.245 smiles=O.O.O
H 0.700 0.423 1.184
H 2.269 0.892 -1.537
O -2.132 -1.620 1.658
O 1.534 0.791 -2.150
H -2.877 -1.018 1.732
H 1.501 1.620 -2.639
H 0.305 0.091 -0.259
H -1.393 -1.071 1.349
O 0.094 -0.109 0.662

***

10
Properties=species:S:1:pos:R:3 method="wB97M-V/def2-TZVPD" e_homo_ev=-24.3516 orbital_gap_ha=0.088 e_tot_ev=-10890.361 e_above_lowest_ev=2.010 fmax_ev_per_a=1.854 total_charge=+3
H -7.470 -22.963 13.939
H -4.538 -22.358 19.284
O -6.990 -22.730 14.735
O -4.246 -17.568 18.963
H -4.512 -22.425 17.771
O -4.934 -21.973 18.502
Tl -7.734 -18.935 16.950
H -6.381 -23.456 14.869
H -3.579 -17.505 18.279
H -3.978 -16.925 19.620

***

12
Properties=species:S:1:pos:R:3 method="wB97M-V/def2-TZVPD" e_homo_ev=-10.5069 orbital_gap_ha=0.383 e_tot_ev=-24045.372 e_above_lowest_ev=2.552 fmax_ev_per_a=3.586 smiles="O=[Si](O)O.O[SiH3]"
H 2.004 -0.968 -0.760
O -3.630 0.162 0.891
H -1.321 -1.639 -0.907
O 1.168 -0.390 -0.787
H 1.859 1.383 0.764
Si -2.127 0.018 0.446
O -1.026 0.822 1.078
O -2.078 -1.210 -0.610
H 2.450 1.584 -1.462
H -4.055 -0.613 0.457
Si 1.422 1.221 -0.607
H 0.086 1.638 -0.981

***

9
Properties=species:S:1:pos:R:3 method="wB97M-V/def2-TZVPD" e_homo_ev="-6.9221 / -11.2730" orbital_gap_ha="0.281 / 0.340" e_tot_ev=-17895.975 e_above_lowest_ev=0.000 fmax_ev_per_a=2.402 s_squared=2.002 spin_multiplicity=3
O -0.356 -0.066 0.248
H -0.784 0.566 -0.314
H -0.194 -2.087 -1.231
Si 1.063 2.201 -0.318
Si -0.752 -1.667 0.077
H -0.163 -2.764 1.013
H -2.155 -1.793 0.196
H 2.588 2.124 -0.068
H 0.752 3.486 0.396